Arrangement one

Formula: C41H34O4S7Y
Source: the OMol25 dataset
Level of theory: wB97M-V/def2-TZVPD

Cartesian coordinates (Å):
1 Y -2.405 -0.647 1.835
2 C 1.416 -4.862 -4.753
3 C 0.655 -3.823 -3.982
4 C 0.707 -3.786 -2.593
5 C 0.010 -2.829 -1.871
6 C -0.742 -1.897 -2.561
7 C -0.839 -1.924 -3.947
8 C -0.134 -2.884 -4.647
9 S -1.672 -0.656 -1.700
10 O -1.458 -0.969 -0.226
11 C -0.765 0.844 -2.039
12 C -1.582 1.854 -2.594
13 C -1.059 3.083 -2.864
14 C 0.297 3.359 -2.584
15 C 0.854 4.637 -2.845
16 C 2.163 4.895 -2.568
17 C 2.984 3.886 -2.013
18 C 2.478 2.648 -1.747
19 C 1.116 2.347 -2.023
20 C 0.564 1.064 -1.745
21 C 1.460 0.029 -1.143
22 C 2.344 -0.716 -1.987
23 C 2.370 -0.534 -3.390
24 C 3.224 -1.262 -4.169
25 C 4.092 -2.209 -3.589
26 C 4.086 -2.406 -2.237
27 C 3.214 -1.666 -1.405
28 C 3.196 -1.868 0.002
29 C 2.373 -1.136 0.798
30 C 1.520 -0.175 0.209
31 S 0.480 0.816 1.263
32 O -0.211 -0.200 2.188
33 C 1.688 1.586 2.308
34 C 2.233 2.789 1.888
35 C 3.135 3.435 2.716
36 C 3.477 2.907 3.959
37 C 4.400 3.646 4.883
38 C 2.900 1.702 4.355
39 C 2.000 1.035 3.542
40 H 2.226 -5.281 -4.157
41 H 1.842 -4.440 -5.664
42 H 0.759 -5.682 -5.049
43 H 1.315 -4.511 -2.064
44 H 0.066 -2.791 -0.791
45 H -1.450 -1.199 -4.474
46 H -0.192 -2.906 -5.729
47 H -2.627 1.643 -2.787
48 H -1.680 3.864 -3.283
49 H 0.217 5.402 -3.269
50 H 2.580 5.872 -2.771
51 H 4.023 4.100 -1.800
52 H 3.117 1.886 -1.321
53 H 1.706 0.191 -3.845
54 H 3.237 -1.112 -5.241
55 H 4.767 -2.774 -4.218
56 H 4.752 -3.127 -1.781
57 H 3.864 -2.604 0.433
58 H 2.365 -1.270 1.872
59 H 1.945 3.229 0.939
60 H 3.562 4.380 2.403
61 H 5.016 4.363 4.343
62 H 5.056 2.960 5.417
63 H 3.821 4.196 5.628
64 H 3.137 1.293 5.329
65 H 1.512 0.127 3.872
66 O 0.072 3.163 5.312
67 C -0.807 2.556 4.771
68 S -1.531 1.068 5.402
69 C -2.676 0.785 4.095
70 C -2.676 1.704 3.084
71 S -3.558 1.647 1.559
72 S -1.533 3.034 3.222
73 S -3.567 -0.726 4.187
74 O -4.022 -1.960 1.002
75 S -5.506 -2.338 1.009
76 C -6.461 -0.923 1.647
77 C -7.038 -1.308 3.010
78 C -7.116 -2.834 3.051
79 C -5.783 -3.324 2.501
80 H -7.231 -0.728 0.902
81 H -5.767 -0.080 1.675
82 H -8.013 -0.846 3.156
83 H -6.375 -0.951 3.797
84 H -7.941 -3.201 2.436
85 H -7.270 -3.214 4.060
86 H -5.749 -4.379 2.239
87 H -4.956 -3.074 3.168

As for the HOMO energy: -9.784 eV. For the molar mass, the calculation gives 904.1 g mol⁻¹. The net charge is +1.


Arrangement two

Formula: C41H34O4S7Y
Source: the OMol25 dataset
Level of theory: wB97M-V/def2-TZVPD

Cartesian coordinates (Å):
1 Y -2.118 -1.222 -0.891
2 C 6.516 -1.295 -2.741
3 C 5.160 -1.340 -2.106
4 C 4.728 -2.460 -1.411
5 C 3.470 -2.500 -0.826
6 C 2.654 -1.392 -0.933
7 C 3.057 -0.252 -1.626
8 C 4.305 -0.237 -2.211
9 S 1.047 -1.460 -0.228
10 O 0.142 -0.768 -1.258
11 C 1.016 -0.425 1.215
12 C 1.291 -1.174 2.385
13 C 1.158 -0.597 3.610
14 C 0.652 0.721 3.721
15 C 0.387 1.292 4.989
16 C -0.104 2.560 5.092
17 C -0.327 3.324 3.926
18 C -0.062 2.805 2.693
19 C 0.410 1.474 2.551
20 C 0.652 0.895 1.263
21 C 0.844 1.867 0.144
22 C 2.203 2.349 0.052
23 C 3.252 1.812 0.843
24 C 4.533 2.265 0.714
25 C 4.849 3.284 -0.207
26 C 3.862 3.832 -0.972
27 C 2.526 3.382 -0.855
28 C 1.502 3.975 -1.631
29 C 0.224 3.528 -1.532
30 C -0.089 2.450 -0.667
31 S -1.807 2.011 -0.770
32 O -2.037 0.817 0.162
33 C -1.847 1.351 -2.428
34 C -0.712 1.096 -3.204
35 C -0.862 0.506 -4.443
36 C -2.119 0.144 -4.933
37 C -2.247 -0.573 -6.237
38 C -3.239 0.422 -4.157
39 C -3.115 1.034 -2.917
40 H 6.974 -2.280 -2.778
41 H 7.176 -0.634 -2.177
42 H 6.454 -0.908 -3.758
43 H 5.374 -3.325 -1.342
44 H 3.133 -3.392 -0.320
45 H 2.396 0.596 -1.717
46 H 4.631 0.635 -2.763
47 H 1.602 -2.205 2.297
48 H 1.383 -1.153 4.509
49 H 0.586 0.703 5.875
50 H -0.306 2.989 6.062
51 H -0.703 4.333 4.016
52 H -0.219 3.415 1.816
53 H 3.055 1.030 1.560
54 H 5.315 1.839 1.325
55 H 5.868 3.632 -0.299
56 H 4.083 4.620 -1.676
57 H 1.745 4.783 -2.306
58 H -0.553 3.975 -2.136
59 H 0.273 1.331 -2.831
60 H 0.017 0.300 -5.039
61 H -1.497 -0.241 -6.951
62 H -3.233 -0.433 -6.676
63 H -2.108 -1.643 -6.075
64 H -4.225 0.142 -4.500
65 H -4.007 1.239 -2.335
66 O -6.109 -6.617 -0.295
67 C -5.414 -5.678 -0.544
68 S -3.661 -5.785 -0.811
69 C -3.407 -4.093 -1.180
70 C -4.492 -3.294 -1.182
71 S -4.589 -1.566 -1.600
72 S -6.035 -4.033 -0.809
73 S -1.725 -3.680 -1.578
74 O -2.519 -1.776 1.233
75 S -2.182 -1.174 2.599
76 C -2.642 -2.445 3.784
77 C -3.381 -1.696 4.886
78 C -4.364 -0.784 4.152
79 C -3.574 -0.096 3.034
80 H -1.752 -2.987 4.094
81 H -3.309 -3.117 3.239
82 H -2.683 -1.102 5.482
83 H -3.870 -2.396 5.561
84 H -4.819 -0.047 4.811
85 H -5.168 -1.383 3.723
86 H -3.147 0.859 3.337
87 H -4.126 0.040 2.105

As for the HOMO energy: -8.850 eV. For the molar mass, the calculation gives 904.1 g mol⁻¹. The net charge is +1.


We find arrangement one to be the most stable, with the next structure 147.9 kJ/mol higher.


Arrangement one

Formula: C3H7N3
Source: the OMol25 dataset
Level of theory: wB97M-V/def2-TZVPD

Cartesian coordinates (Å):
1 C -1.779 -0.754 -0.037
2 C -1.882 0.639 0.429
3 C -0.706 0.249 -0.394
4 N 0.959 0.108 0.520
5 N 1.833 -0.067 -0.339
6 N 3.031 -0.073 -0.053
7 H -1.396 -1.500 0.658
8 H -2.042 -1.071 -1.036
9 H -2.746 1.259 0.179
10 H -1.657 0.696 1.417
11 H -0.665 0.407 -1.474
12 H 3.299 0.091 1.002
13 H 3.751 0.016 -0.872

As for the HOMO energy: -8.406 eV. For the molar mass, the calculation gives 85.1 g mol⁻¹.


Arrangement two

Formula: C3H7N3
Source: the OMol25 dataset
Level of theory: wB97M-V/def2-TZVPD

Cartesian coordinates (Å):
1 N 1.571 1.175 0.233
2 C 0.909 -0.114 0.380
3 C -0.576 -0.006 0.281
4 N -1.062 1.137 -0.060
5 C -1.673 -2.306 -0.764
6 N -2.130 -3.222 -1.329
7 H 1.961 1.490 1.113
8 H 2.327 1.134 -0.440
9 H 1.155 -0.647 1.308
10 H 1.174 -0.809 -0.429
11 H -1.197 -0.991 0.166
12 H -0.407 1.907 -0.220
13 H -2.052 1.251 -0.240

As for the HOMO energy: -8.700 eV. For the molar mass, the calculation gives 85.1 g mol⁻¹.


We find arrangement two to be the most stable, with the next structure 232.4 kJ/mol higher.


Arrangement one

Formula: C5H12N3S
Source: the OMol25 dataset
Level of theory: wB97M-V/def2-TZVPD

Cartesian coordinates (Å):
1 C 2.231 0.541 -0.189
2 C 1.653 -2.024 0.420
3 C -2.840 0.311 -0.731
4 C -1.849 0.694 0.471
5 C -0.763 -0.358 0.613
6 N 0.999 0.540 -0.574
7 N 3.073 1.594 -0.270
8 N 0.184 -0.513 -0.367
9 S 3.039 -1.029 0.375
10 H 0.998 -2.021 1.200
11 H 1.627 -2.945 -0.251
12 H -3.347 -0.706 -0.581
13 H -3.696 0.936 -0.681
14 H -2.393 0.444 -1.732
15 H -2.495 0.895 1.359
16 H -1.508 1.736 0.152
17 H -0.374 -0.077 1.573
18 H -1.271 -1.248 0.793
19 H 2.705 2.490 -0.024
20 H 4.075 1.577 -0.295
21 H -0.050 -0.835 -1.261

As for the HOMO energy (alpha / beta): -13.819 / -13.820 eV. For the molar mass, the calculation gives 146.2 g mol⁻¹. The net charge is +1.


Arrangement two

Formula: C5H12N3S
Source: the OMol25 dataset
Level of theory: wB97M-V/def2-TZVPD

Cartesian coordinates (Å):
1 C 1.669 -0.095 1.264
2 C -1.004 0.382 1.199
3 C -0.340 0.313 -0.201
4 C 0.001 1.625 -0.877
5 C -1.141 -0.660 -1.102
6 N 0.896 -0.472 -0.195
7 N 2.988 -0.212 1.207
8 N -2.128 -1.447 -0.402
9 S 0.523 0.517 2.265
10 H -1.471 1.311 1.121
11 H -1.555 -0.495 1.688
12 H 0.220 1.491 -1.964
13 H 0.928 2.014 -0.367
14 H -0.730 2.360 -0.808
15 H -0.412 -1.313 -1.751
16 H -1.738 -0.144 -1.986
17 H 3.429 -0.115 0.323
18 H 3.454 0.356 1.856
19 H 0.619 -1.505 -0.463
20 H -1.672 -1.849 0.334
21 H -2.536 -2.062 -1.141

As for the HOMO energy: -13.060 eV. For the molar mass, the calculation gives 146.2 g mol⁻¹. The net charge is +1.


We find arrangement two to be the most stable, with the next structure 68.1 kJ/mol higher.